(1)
Molecular formula: C50H41AsCl4FN3O5PSc
Method: DFT, ωB97M-V with the def2-TZVPD basis set

E = -210867.1306 eV
Multiplicity = 1
Net charge = 0

Cartesian coordinates (Å):
Sc: -0.140 -1.862 -1.338
C: 5.372 -3.641 3.701
C: 4.187 -2.934 4.342
C: 3.756 -3.652 5.611
C: 2.590 -2.932 6.261
C: 1.458 -2.811 5.284
C: 0.151 -2.761 5.711
C: -0.885 -2.643 4.791
F: -2.144 -2.604 5.264
C: -0.658 -2.560 3.449
C: 0.667 -2.604 2.991
C: 0.909 -2.464 1.553
O: -0.076 -2.265 0.796
C: 2.263 -2.570 1.145
C: 3.233 -2.741 2.098
N: 3.028 -2.831 3.415
C: 1.724 -2.751 3.901
C: 2.766 -2.457 -0.280
O: 3.943 -2.685 -0.505
O: 1.900 -2.085 -1.155
H: 6.107 -3.849 4.477
H: 5.868 -3.045 2.938
H: 5.066 -4.590 3.259
H: 4.472 -1.907 4.599
H: 4.610 -3.697 6.287
H: 3.481 -4.681 5.363
H: 2.910 -1.933 6.573
H: 2.255 -3.450 7.160
H: -0.085 -2.819 6.765
H: -1.463 -2.448 2.738
H: 4.250 -2.800 1.745
Cl: -6.060 -0.235 -4.376
C: -4.382 -0.501 -4.061
C: -3.438 -0.270 -5.052
Cl: -3.927 0.287 -6.609
C: -2.079 -0.469 -4.779
Cl: -0.874 -0.159 -5.974
C: -1.663 -0.909 -3.530
O: -0.400 -1.142 -3.209
C: -2.628 -1.135 -2.511
O: -2.175 -1.567 -1.345
C: -3.972 -0.931 -2.793
Cl: -5.117 -1.243 -1.534
C: -0.324 2.409 -1.201
C: 0.561 2.327 -2.437
As: 0.430 3.852 -3.687
C: -1.494 3.929 -3.979
C: -2.016 5.121 -4.476
C: -3.367 5.240 -4.762
C: -4.215 4.159 -4.560
C: -3.701 2.963 -4.084
C: -2.345 2.844 -3.801
C: 0.591 5.226 -2.292
C: 1.888 5.575 -1.921
C: 2.116 6.471 -0.886
C: 1.044 7.044 -0.217
C: -0.251 6.711 -0.586
C: -0.477 5.804 -1.613
P: -0.127 0.887 -0.191
C: -1.487 0.922 1.014
C: -2.779 1.132 0.527
C: -3.877 1.050 1.366
C: -3.703 0.745 2.709
C: -2.427 0.504 3.197
C: -1.327 0.582 2.354
C: 1.376 1.263 0.782
C: 2.591 0.756 0.327
C: 3.777 1.034 0.996
C: 3.759 1.828 2.132
C: 2.558 2.367 2.578
C: 1.378 2.096 1.902
H: -1.374 2.519 -1.483
H: -0.068 3.270 -0.578
H: 0.379 1.403 -2.995
H: 1.619 2.316 -2.156
H: -1.363 5.973 -4.637
H: -3.755 6.176 -5.143
H: -5.271 4.242 -4.780
H: -4.356 2.113 -3.937
H: -1.968 1.890 -3.449
H: 2.733 5.144 -2.446
H: 3.130 6.728 -0.609
H: 1.217 7.749 0.585
H: -1.093 7.152 -0.067
H: -1.494 5.541 -1.877
H: -2.943 1.332 -0.525
H: -4.868 1.207 0.963
H: -4.558 0.682 3.368
H: -2.285 0.242 4.237
H: -0.343 0.366 2.750
H: 2.620 0.125 -0.553
H: 4.705 0.620 0.624
H: 4.680 2.046 2.659
H: 2.539 3.012 3.447
H: 0.456 2.544 2.247
C: -2.693 -4.442 -2.466
C: -1.271 -4.839 -2.300
N: -0.270 -4.105 -1.839
C: 0.856 -4.910 -1.862
C: 0.528 -6.134 -2.338
N: -0.820 -6.072 -2.609
H: -2.918 -3.603 -1.811
H: -3.349 -5.273 -2.209
H: -2.898 -4.145 -3.496
H: 1.823 -4.537 -1.576
H: 1.113 -7.015 -2.514
H: -1.391 -6.811 -2.983

(2)
Molecular formula: C22H42N2O8
Method: DFT, ωB97M-V with the def2-TZVPD basis set

E = -42832.2596 eV
Multiplicity = 1
Net charge = 0

Cartesian coordinates (Å):
C: 7.537 1.675 0.618
C: 6.822 0.415 0.826
C: 5.604 0.419 -0.104
C: 4.677 -0.954 0.195
H: 5.242 -2.004 -0.079
H: 4.196 -0.976 1.304
O: 3.430 -1.180 -0.502
C: 2.404 -0.288 -0.490
O: 2.285 0.382 0.547
N: 1.512 -0.455 -1.325
C: 1.504 -1.201 -2.345
H: 0.698 -1.070 -3.210
H: 2.574 -1.547 -2.940
C: 1.345 -2.727 -1.783
O: 0.082 -2.856 -1.266
C: -0.304 -4.140 -0.491
C: -1.473 -4.174 0.281
O: -1.255 -3.880 1.685
C: -1.560 -2.508 2.101
H: -1.581 -2.696 3.362
C: -0.922 -1.396 1.568
N: -1.793 -0.087 1.867
C: -2.580 0.133 0.778
O: -2.826 -0.719 -0.008
O: -3.261 1.343 0.617
C: -4.148 1.461 -0.155
C: -5.530 0.517 0.133
C: -6.643 1.314 -0.810
C: -6.522 0.769 -2.132
H: -7.293 0.998 -2.762
H: -5.597 1.481 -2.698
H: -6.257 -0.280 -2.477
H: -6.790 2.271 -0.656
H: -7.620 0.538 -0.465
H: -5.401 -0.435 0.015
H: -5.776 1.087 1.213
H: -3.800 1.149 -1.289
H: -4.381 2.541 0.151
C: -1.410 0.860 2.735
H: -1.330 0.443 3.769
H: -2.183 1.388 2.963
C: -0.308 1.744 2.604
H: 0.630 1.003 2.293
O: -0.470 2.199 1.177
C: 0.588 3.133 0.604
C: 0.604 3.432 -0.789
O: 1.019 2.500 -1.712
C: 0.241 1.374 -2.056
C: 0.247 0.395 -1.268
H: -0.734 -0.316 -1.326
H: 0.168 0.693 -0.183
H: 0.436 1.286 -3.161
H: -0.754 1.901 -2.210
H: -0.563 3.578 -0.812
H: 1.098 4.365 -0.847
H: 0.876 4.063 1.512
H: 1.578 2.398 0.658
H: -0.074 2.406 3.227
H: -0.565 -1.493 0.643
H: 0.179 -1.254 2.535
H: -2.664 -2.533 1.850
H: -2.009 -4.964 0.235
H: -2.077 -3.189 -0.224
H: -0.535 -4.847 -1.340
H: 0.607 -4.595 0.052
H: 1.355 -3.606 -2.620
H: 2.145 -3.193 -1.080
H: 4.866 1.326 0.191
H: 5.621 0.224 -1.052
H: 7.345 -0.396 1.096
H: 6.401 0.569 1.987
H: 7.903 1.649 -0.401
H: 6.808 2.558 0.654
H: 8.361 1.976 1.022

(3)
Molecular formula: C35H85B3ClO14PS
Method: DFT, ωB97M-V with the def2-TZVPD basis set

E = -101021.2290 eV
Multiplicity = 1
Net charge = 0

Cartesian coordinates (Å):
C: 3.303 2.047 1.839
C: 2.801 1.712 0.451
O: 1.648 0.843 0.445
P: 0.269 1.374 1.013
O: 0.117 1.424 2.474
C: -0.927 0.270 0.240
C: -1.335 0.623 -1.195
C: -2.612 -0.147 -1.607
B: -3.932 0.596 -1.294
O: -4.773 0.268 -0.222
B: -4.838 1.330 0.655
C: -5.056 1.048 2.183
Cl: -3.687 1.766 3.094
C: -6.401 1.520 2.712
C: -7.560 0.680 2.124
O: -4.738 2.637 0.172
B: -4.398 2.781 -1.147
S: -3.947 4.462 -1.881
C: -4.171 5.756 -0.685
O: -4.893 4.659 -2.960
O: -2.562 4.391 -2.294
O: -4.338 1.738 -2.009
O: 0.155 2.817 0.338
C: -1.059 3.541 0.611
C: -0.880 4.556 1.736
H: 4.301 2.467 1.754
H: 2.631 2.740 2.340
H: 3.344 1.143 2.442
H: 2.598 2.617 -0.117
H: 3.573 1.173 -0.093
H: -1.791 0.288 0.905
H: -0.479 -0.721 0.253
H: -0.550 0.297 -1.873
H: -1.446 1.698 -1.331
H: -2.636 -1.118 -1.113
H: -2.588 -0.340 -2.682
H: -4.983 -0.024 2.351
H: -6.563 2.581 2.536
H: -6.390 1.385 3.793
H: -8.317 1.335 1.703
H: -7.217 -0.024 1.367
H: -8.028 0.092 2.909
H: -4.227 5.360 0.324
H: -3.295 6.395 -0.779
H: -5.048 6.318 -0.984
H: -1.306 4.049 -0.318
H: -1.869 2.861 0.878
H: -0.044 4.287 2.372
H: -0.757 5.564 1.349
H: -1.771 4.551 2.362
C: -8.794 0.219 -1.691
C: -7.592 -0.707 -1.785
O: -7.681 -1.855 -0.961
C: -8.767 -2.724 -1.226
C: -8.763 -3.310 -2.627
H: -8.980 0.496 -0.652
H: -8.612 1.125 -2.269
H: -9.702 -0.245 -2.080
H: -6.705 -0.182 -1.440
H: -7.409 -0.991 -2.828
H: -9.721 -2.222 -1.024
H: -8.673 -3.526 -0.494
H: -8.915 -2.547 -3.391
H: -9.566 -4.041 -2.727
H: -7.813 -3.805 -2.831
C: 6.752 -1.543 3.602
C: 6.019 -0.964 2.407
O: 6.431 0.342 2.043
C: 7.788 0.487 1.674
C: 8.196 -0.349 0.472
H: 6.683 -0.872 4.461
H: 6.316 -2.506 3.872
H: 7.811 -1.708 3.393
H: 4.958 -0.876 2.642
H: 6.095 -1.642 1.549
H: 8.444 0.275 2.527
H: 7.908 1.545 1.440
H: 8.147 -1.418 0.682
H: 9.222 -0.114 0.185
H: 7.541 -0.143 -0.376
C: 9.460 -2.732 6.512
C: 8.136 -3.438 6.751
O: 7.877 -4.496 5.845
C: 8.807 -5.562 5.855
C: 8.915 -6.278 7.191
H: 9.525 -2.386 5.479
H: 9.548 -1.871 7.175
H: 10.314 -3.384 6.701
H: 7.319 -2.732 6.607
H: 8.070 -3.792 7.787
H: 9.794 -5.215 5.526
H: 8.448 -6.257 5.096
H: 9.327 -5.633 7.969
H: 9.572 -7.143 7.097
H: 7.934 -6.618 7.522
C: 1.631 -5.357 1.822
C: 2.547 -4.170 1.577
O: 3.673 -4.125 2.432
C: 4.564 -5.222 2.355
C: 5.193 -5.411 0.985
H: 1.325 -5.392 2.868
H: 0.739 -5.273 1.200
H: 2.115 -6.304 1.581
H: 2.007 -3.244 1.774
H: 2.860 -4.136 0.526
H: 4.070 -6.144 2.681
H: 5.343 -5.006 3.088
H: 4.456 -5.686 0.229
H: 5.939 -6.206 1.024
H: 5.680 -4.491 0.659
C: -2.783 -4.132 -5.399
C: -2.058 -2.796 -5.406
O: -1.236 -2.580 -4.274
C: -0.182 -3.507 -4.085
C: 0.819 -3.547 -5.228
H: -3.353 -4.251 -4.477
H: -3.469 -4.188 -6.244
H: -2.092 -4.973 -5.477
H: -2.787 -1.986 -5.386
H: -1.481 -2.678 -6.330
H: -0.580 -4.509 -3.889
H: 0.320 -3.182 -3.173
H: 0.373 -3.923 -6.150
H: 1.650 -4.204 -4.971
H: 1.211 -2.549 -5.427
C: -3.640 9.400 -5.253
C: -2.149 9.486 -4.968
O: -1.699 8.582 -3.979
C: -1.888 7.205 -4.270
C: -1.166 6.732 -5.520
H: -4.212 9.518 -4.332
H: -3.932 10.188 -5.949
H: -3.916 8.444 -5.699
H: -1.909 10.476 -4.578
H: -1.575 9.363 -5.894
H: -2.956 6.969 -4.331
H: -1.501 6.666 -3.407
H: -1.562 7.197 -6.424
H: -1.281 5.653 -5.624
H: -0.103 6.969 -5.459

(4)
Molecular formula: C19H15Co2N2O6
Method: DFT, ωB97M-V with the def2-TZVPD basis set

E = -110462.9729 eV
Multiplicity = 1
Net charge = -1

Cartesian coordinates (Å):
O: 5.536 -0.025 1.240
C: 4.684 0.070 0.453
Co: 3.391 0.234 -0.704
C: 2.816 1.850 -0.534
O: 2.415 2.932 -0.372
C: 3.850 -0.123 -2.346
O: 4.138 -0.423 -3.434
C: -0.471 -0.080 1.033
C: -0.114 1.062 1.836
C: 0.438 0.865 3.121
C: 0.834 1.969 3.881
C: 0.646 3.265 3.385
C: 0.071 3.458 2.128
C: -0.307 2.367 1.349
C: -0.099 -0.869 0.047
C: 0.994 -1.249 -0.851
Co: -1.549 -1.519 0.876
C: -1.326 -2.486 2.356
O: -1.185 -3.178 3.271
C: -1.628 -2.827 -0.281
O: -1.668 -3.707 -1.035
C: -3.174 -0.853 0.960
O: -4.271 -0.487 1.011
H: 0.551 -0.156 3.502
H: 1.287 1.804 4.858
H: 0.952 4.123 3.987
H: -0.081 4.462 1.735
H: -0.759 2.491 0.365
H: 0.628 -1.411 -1.870
H: 1.821 -0.450 -0.882
C: 2.041 -3.540 -2.533
C: 2.079 -3.439 -1.056
N: 1.531 -2.442 -0.346
C: 2.011 -2.475 1.027
C: 2.543 -3.889 1.156
N: 2.641 -4.308 -0.227
H: 2.582 -4.448 -2.821
H: 1.006 -3.599 -2.900
H: 2.544 -2.674 -2.988
H: 2.822 -1.734 1.156
H: 1.229 -2.223 1.749
H: 3.518 -3.901 1.648
H: 1.845 -4.514 1.731
H: 3.034 -5.189 -0.543

no.,frontier orbital gap (eV),maximum force (eV Å⁻¹)
1,6.638,0.62
2,9.383,17.77
3,9.785,1.34
4,5.667,5.90